Entry 1:
A molecular structure, C3H5BrS at a distorted geometry, computed with ωB97M-V/def2-TZVPD.

## Properties
- Lowest unoccupied orbital energy: 0.01 eV
- HOMO-LUMO gap: 7.8 eV

Element x y z (Å)
C: 0.25 -1.91 0.15
C: -1.58 -0.11 -0.32
C: -0.71 1.08 -0.14
S: -1.29 -1.70 0.05
Br: -3.54 0.15 0.00
H: 0.70 -2.85 -0.08
H: 0.88 -1.08 -0.13
H: -1.30 1.87 -0.32
H: 0.10 1.32 -0.92
H: -0.21 1.09 0.83

***

Entry 2:
A molecular structure, C30H31N3O6PRuSe2, computed with ωB97M-V/def2-TZVPD.

## Properties
- Lowest unoccupied orbital energy (alpha / beta): -0.20 / -1.25 eV
- 2S+1: 6
- HOMO-LUMO gap (alpha / beta): 6.6 / 7.3 eV

Element x y z (Å)
Ru: -0.29 -1.16 0.00
N: -2.02 -2.13 1.41
N: -3.15 -1.43 1.87
C: -3.24 -0.04 1.85
O: -4.16 0.49 2.44
O: -2.29 0.59 1.20
H: -2.35 -2.99 1.00
H: -1.37 -2.34 2.17
H: -3.66 -1.84 2.64
C: 1.58 3.64 0.14
C: 0.65 3.38 1.13
C: -0.40 2.51 0.90
C: -0.53 1.86 -0.34
C: 0.42 2.14 -1.33
C: 1.46 3.02 -1.09
P: -2.01 0.85 -0.72
C: -3.30 2.07 -1.10
C: -4.53 2.06 -0.45
C: -5.50 2.99 -0.79
C: -5.25 3.93 -1.78
C: -4.03 3.95 -2.42
C: -3.05 3.02 -2.08
C: -1.53 0.08 -2.30
C: -2.15 0.19 -3.54
C: -1.62 -0.50 -4.63
C: -0.48 -1.28 -4.47
C: 0.10 -1.43 -3.21
C: -0.44 -0.81 -2.09
H: 2.40 4.33 0.33
H: 0.73 3.86 2.10
H: -1.12 2.32 1.69
H: 0.34 1.67 -2.30
H: 2.18 3.22 -1.88
H: -4.73 1.36 0.35
H: -6.45 2.98 -0.27
H: -6.01 4.66 -2.04
H: -3.82 4.69 -3.19
H: -2.09 3.05 -2.58
H: -3.00 0.84 -3.68
H: -2.08 -0.40 -5.60
H: -0.06 -1.79 -5.32
H: 0.98 -2.06 -3.11
C: 2.72 -5.70 2.64
Se: 2.07 -3.87 2.58
C: 2.67 -3.48 0.77
C: 1.98 -4.29 -0.31
Se: 0.04 -4.04 -0.22
C: -0.41 -4.64 -2.01
H: 3.78 -5.74 2.42
H: 2.17 -6.35 1.96
H: 2.57 -6.06 3.66
H: 3.75 -3.65 0.71
H: 2.49 -2.42 0.66
H: 2.17 -5.35 -0.20
H: 2.31 -3.97 -1.30
H: -0.01 -3.97 -2.76
H: -1.50 -4.64 -2.07
H: -0.05 -5.66 -2.14
O: 0.24 0.24 3.51
C: 0.93 -0.10 2.58
O: 0.70 -1.15 1.82
C: 2.17 0.70 2.21
C: 2.80 0.57 0.98
C: 3.90 1.34 0.66
C: 4.41 2.25 1.57
C: 3.77 2.37 2.79
C: 2.66 1.62 3.14
N: 4.30 3.35 3.76
O: 3.79 3.37 4.87
O: 5.26 4.00 3.43
H: 2.41 -0.13 0.25
H: 4.37 1.23 -0.32
H: 5.27 2.86 1.35
H: 2.17 1.75 4.09

***

Entry 3:
4 unconnected molecules or ions with the total composition C3H14N2O3 at a distorted geometry, computed with ωB97M-V/def2-TZVPD.

## Properties
- Lowest unoccupied orbital energy: 0.75 eV
- SMILES string: C/C(N)=C/N.O.O.O
- HOMO-LUMO gap: 7.8 eV

Element x y z (Å)
C: 0.92 -2.85 -1.38
C: 0.74 -1.56 -0.57
N: -0.53 -1.46 -0.05
C: 1.70 -0.61 -0.66
N: 1.66 0.62 0.10
H: 1.22 -2.58 -2.39
H: 0.02 -3.46 -1.38
H: 1.75 -3.39 -0.92
H: -1.16 -2.23 -0.13
H: -0.85 -0.71 0.58
H: 2.29 -0.62 -1.57
H: 0.97 0.50 0.84
H: 2.52 0.69 0.65
O: -2.03 2.47 1.08
H: -1.43 2.51 0.30
H: -2.30 3.38 1.21
O: -0.87 0.26 2.19
H: -1.11 -0.13 3.03
H: -1.42 1.06 2.08
O: -0.65 1.99 -1.27
H: -0.58 1.02 -1.39
H: 0.31 2.19 -1.14

***

Entry 4:
A gas-phase ion, C5H10 (charge +1) at a distorted geometry, computed with ωB97M-V/def2-TZVPD.

## Properties
- Lowest unoccupied orbital energy (alpha / beta): -4.69 / -8.31 eV
- 2S+1: 2
- Total charge: +1
- HOMO-LUMO gap (alpha / beta): 10.9 / 8.8 eV

Element x y z (Å)
C: 1.72 -1.18 -0.63
C: 0.14 -1.22 -0.85
C: -0.43 -0.38 0.17
C: -0.62 1.00 0.06
C: -1.32 1.73 1.09
H: 1.99 -1.30 0.42
H: 2.13 -0.25 -1.01
H: 2.09 -2.03 -1.19
H: -0.19 -2.26 -0.82
H: -0.04 -0.85 -1.85
H: -0.88 -0.81 1.07
H: -0.14 1.67 -0.65
H: -2.16 2.35 0.78
H: -0.64 2.48 1.55
H: -1.66 1.05 1.88